A cluster of 35 separate species, H72NO34 in total at a distorted geometry. Source: the OMol25 dataset; level of theory: ωB97M-V with the def2-TZVPD basis set.

Results
LUMO, Eh: -0.108
Total charge: +1
Maximum force, eV Å⁻¹: 1.69

Geometry (Å):
N -0.1964 0.1668 0.1393
H -0.4515 1.0092 -0.3561
H 0.2135 -0.4858 -0.5136
H -1.0108 -0.1915 0.6173
H 0.4840 0.3162 0.8706
O -4.0366 3.4781 -0.1969
H -4.3236 2.7759 -0.7807
H -3.5962 4.1036 -0.7723
O 0.3766 -4.7386 -2.3998
H 0.6193 -4.2168 -3.1647
H 1.1623 -5.2459 -2.1962
O 4.8053 3.2370 0.2546
H 3.9607 3.6853 0.2975
H 5.3491 3.8017 -0.2947
O 3.2419 -1.1498 -4.6291
H 4.0881 -1.3833 -4.2474
H 2.6991 -0.9068 -3.8790
O -0.3808 3.9048 0.1910
H -0.5576 3.3127 -0.5400
H -1.1373 4.4908 0.2135
O -3.1379 3.5121 2.6255
H -3.3438 3.4435 1.6932
H -3.9043 3.9379 3.0098
O 4.2105 -0.0209 2.3727
H 4.8551 0.6867 2.3733
H 4.6096 -0.7087 1.8399
O 1.5000 -1.7755 1.3041
H 1.8049 -1.8022 2.2110
H 2.2968 -1.8597 0.7804
O -2.8126 -0.4305 0.0739
H -3.6071 0.0901 -0.0448
H -3.1186 -1.2500 0.4624
O 0.4187 3.7617 -3.7787
H 0.7216 3.3091 -4.5659
H -0.4325 4.1248 -4.0233
O -0.9388 2.0133 -2.0186
H -0.3445 2.2374 -2.7348
H -1.5958 1.4451 -2.4207
O -1.9269 -3.4253 -0.5456
H -2.4729 -3.7506 0.1701
H -2.5507 -3.1497 -1.2173
O -0.4732 2.4691 2.6588
H -1.2658 2.3781 3.1879
H -0.5173 3.3602 2.3119
O 2.9250 -4.5350 -0.6143
H 3.0901 -3.6167 -0.4003
H 2.1059 -4.7427 -0.1646
O 3.6188 0.5883 -1.0713
H 3.6796 1.3072 -0.4422
H 2.8133 0.7629 -1.5581
O -5.1470 0.6655 2.8791
H -5.6560 1.4142 3.1899
H -4.6992 0.3391 3.6595
O 2.9725 0.5016 4.9174
H 2.0808 0.1587 4.9763
H 3.2320 0.3411 4.0102
O -3.5313 -2.0367 -2.5694
H -3.8655 -1.4453 -1.8951
H -3.2809 -1.4604 -3.2915
O -3.5837 0.7918 -2.7003
H -4.0078 0.6506 -1.8538
H -4.2560 1.2091 -3.2389
O -0.1928 -0.3286 3.4618
H -0.1476 -0.2212 4.4119
H -0.2655 0.5636 3.1227
O 1.5191 -3.2485 -4.2751
H 2.3790 -2.8638 -4.4447
H 1.2112 -3.5361 -5.1346
O 2.6812 -2.4456 3.5727
H 2.6788 -2.8151 4.4557
H 3.1278 -3.1026 3.0388
O 3.8355 -1.7419 -0.0172
H 3.8021 -0.8149 -0.2531
H 4.5775 -2.0890 -0.5123
O -2.0491 1.4390 5.4564
H -2.2276 2.1809 6.0343
H -2.7687 1.4477 4.8254
O 0.4805 0.0980 -5.6211
H -0.2924 -0.2609 -5.1852
H 0.7515 -0.5874 -6.2319
O -1.8410 -3.0021 3.0858
H -2.1557 -2.1917 3.4863
H -0.9211 -2.8294 2.8855
O 1.1426 -4.3746 1.4871
H 1.0287 -3.4486 1.2729
H 0.2883 -4.6510 1.8188
O 2.5405 5.3827 -2.1932
H 3.4372 5.3501 -2.5264
H 2.2272 4.4806 -2.2589
O -4.0812 -3.6033 1.6392
H -3.4047 -3.2899 2.2396
H -4.6716 -4.1173 2.1900
O 0.3447 -2.1491 -1.6006
H 1.1026 -2.7328 -1.5668
H -0.3871 -2.6884 -1.3007
O 2.1617 4.0900 0.8703
H 2.3069 4.7770 1.5209
H 1.2121 3.9705 0.8553
O 2.0105 1.2291 1.2164
H 2.7579 0.8560 1.6837
H 1.9715 2.1383 1.5131
O -5.3258 -0.0239 -0.9164
H -5.7779 0.7265 -1.3020
H -5.9528 -0.3859 -0.2902
O 1.1906 0.0683 -2.6720
H 1.1004 0.0596 -3.6248
H 0.8212 -0.7680 -2.3883